# 1
48
Properties=species:S:1:pos:R:3:mulliken_charge:R:1 method="wB97M-V/def2-TZVPD" energy_ha=-1447.3627 homo_energy_ev=-9.25 de_lowest_kj_mol=0.0 mol_weight_g_mol=410.38
O 0.868 1.859 -0.897 -0.3232
O 0.018 -2.949 -2.711 -0.6365
O -1.925 -2.410 3.010 -0.6331
O -4.571 3.969 3.182 -0.4532
O 0.245 3.993 -1.077 -0.6102
O 4.123 -1.732 -1.069 -0.6286
O -3.624 5.518 1.887 -0.5696
N -2.190 -0.263 2.472 -0.0042
N 2.245 -2.460 -2.221 0.3170
C -2.867 2.011 2.336 -0.7808
C 0.883 -2.575 -1.962 0.0868
C -2.761 3.298 1.824 0.0133
C -3.671 4.381 2.277 0.4858
C 0.933 -1.201 2.022 0.2423
C 2.954 -2.791 -3.477 1.3653
C 1.940 -1.758 -0.048 0.5729
C 2.003 -3.349 -4.534 -1.8280
C -1.792 3.595 0.872 -0.6789
C -0.447 -2.035 0.206 0.4859
C -2.012 0.995 1.903 1.1852
C 0.697 -2.125 -0.556 0.1444
C -1.526 -1.456 2.381 -0.3068
C -1.055 1.294 0.938 -0.3027
C 4.019 -3.846 -3.160 -1.6806
C 3.600 -1.508 -4.011 -1.6666
C 0.092 2.909 -0.579 0.3755
C -0.315 -1.540 1.505 -0.1554
C -0.944 2.586 0.435 -0.4441
C 2.941 -1.961 -1.121 -0.0445
C 2.082 -1.303 1.247 -1.1553
H 1.516 -4.255 -4.187 0.4068
H -1.409 -2.323 -0.190 0.5569
H 4.751 -3.460 -2.456 0.4079
H 1.530 2.133 -1.551 0.3390
H 1.237 -2.627 -4.800 0.4017
H 2.580 -3.585 -5.425 0.4752
H 1.002 -0.844 3.039 0.4863
H -2.978 -0.320 3.110 0.2268
H -3.623 1.802 3.078 0.4970
H 3.050 -1.034 1.637 0.5251
H -0.386 0.543 0.560 0.3250
H -5.139 4.713 3.440 0.3566
H 4.534 -4.129 -4.074 0.4348
H -1.704 4.595 0.476 0.5716
H 2.839 -0.753 -4.198 0.3780
H 4.114 -1.720 -4.945 0.4361
H 3.554 -4.733 -2.734 0.3998
H 4.323 -1.115 -3.302 0.4034

# 2
80
Properties=species:S:1:pos:R:3:mulliken_charge:R:1 method="wB97M-V/def2-TZVPD" energy_ha=-1804.2627 homo_energy_ev=-7.20 de_lowest_kj_mol=121.6 mol_weight_g_mol=548.68
O -1.983 0.955 1.597 0.0260
O -0.748 1.853 3.242 -0.6483
O 1.879 1.802 2.858 -0.6008
O -2.792 5.770 -2.586 -0.4816
O 2.570 -0.030 1.757 -0.1746
O -0.077 -3.496 -2.649 -0.4348
N 1.418 4.822 0.767 0.1868
N 3.610 0.490 -1.991 0.3163
C 4.997 0.652 -2.389 -1.0185
C 0.900 -2.557 -2.616 0.1551
C -0.316 4.019 -0.480 0.2973
C -4.278 1.432 1.408 -1.2305
C -3.052 1.690 2.230 -0.3323
C -0.779 -2.455 3.106 -0.1852
C -1.866 -3.447 3.532 -1.3626
C -1.038 -1.822 1.744 -1.1162
C 2.307 5.697 1.497 -0.9815
C 0.570 2.908 -0.081 1.3069
C 4.858 -0.548 1.600 -1.0470
C 1.567 0.907 -1.093 0.4245
C -0.802 1.184 2.217 -0.7690
C 0.260 5.184 0.096 -0.3106
C -3.380 4.706 -3.355 -0.7012
C 1.633 3.478 0.632 -1.2943
C -1.799 5.501 -1.696 0.4582
C 1.538 -0.404 -1.757 1.3782
C 0.171 -4.774 -3.248 -0.9631
C -1.255 6.634 -1.041 -0.8942
C 0.539 -1.317 -2.021 0.0344
C 2.865 1.409 -1.292 -0.8702
C 0.482 1.492 -0.347 -1.4755
C -1.331 4.181 -1.424 0.3056
C -0.191 6.477 -0.162 -1.0572
C 0.307 0.507 1.484 2.2588
C 3.204 -1.826 -2.888 -1.5093
C 1.609 0.869 2.156 -0.6797
C 2.835 -0.624 -2.279 -0.4898
C 3.844 0.248 2.371 -0.2090
C 0.084 -0.949 1.148 0.9321
C 2.227 -2.807 -3.045 -0.6879
H 2.382 5.353 2.541 0.2988
H 5.116 1.474 -3.110 0.3078
H -1.179 -2.634 1.020 0.5339
H 3.315 5.675 1.056 0.3068
H 3.241 2.404 -1.050 0.8092
H 5.630 0.865 -1.516 0.3572
H 3.810 -0.067 3.431 0.3312
H 5.343 -0.271 -2.862 0.2860
H -0.505 -1.126 -1.761 0.5789
H -2.775 2.751 2.232 0.3395
H -0.495 1.038 -0.446 1.1201
H -1.726 3.316 -1.954 0.4937
H -1.609 -3.910 4.484 0.3908
H -2.000 -4.251 2.805 0.3341
H 2.560 3.014 0.975 0.7458
H 1.046 -1.442 1.270 0.5760
H -2.829 -2.950 3.662 0.3069
H 4.226 -1.987 -3.198 0.2554
H 4.688 -1.627 1.743 0.2702
H -4.093 1.633 0.347 0.2277
H 2.483 -3.760 -3.508 0.4143
H -1.662 7.608 -1.281 0.4500
H 0.483 -4.676 -4.292 0.3744
H 5.883 -0.321 1.931 0.4253
H -4.597 0.390 1.506 0.3095
H 0.272 7.336 0.306 0.2649
H -1.989 -1.267 1.746 0.1214
H 1.912 6.715 1.466 0.3097
H -3.820 3.949 -2.696 0.2630
H -0.696 -1.659 3.858 0.3064
H -0.789 -5.288 -3.195 0.2568
H -3.175 1.356 3.271 0.2907
H -2.633 4.251 -4.018 0.3046
H 4.057 1.324 2.325 0.2396
H 0.189 -2.971 3.078 0.2919
H -5.098 2.069 1.743 0.4193
H 0.924 -5.336 -2.690 0.3657
H -0.110 -0.933 0.065 -1.1471
H 4.799 -0.330 0.520 0.0860
H -4.161 5.196 -3.946 0.2284

# 3
52
Properties=species:S:1:pos:R:3:mulliken_charge:R:1 method="wB97M-V/def2-TZVPD" energy_ha=-1486.9835 homo_energy_ev=-4.31 de_lowest_kj_mol=51.5 mol_weight_g_mol=348.25 charge=-2
O 5.722 4.551 20.961 -0.7740
O 3.936 4.741 26.424 -0.6742
O 5.235 7.776 22.087 -0.8949
O 1.628 6.957 26.077 -0.7033
O 3.491 2.116 24.425 -0.6462
O 3.715 8.658 20.014 -0.7438
O 3.213 5.706 19.779 -0.7157
O 1.666 8.804 23.358 -0.7738
O 2.891 6.733 22.129 -0.2991
O 3.778 2.343 20.864 -0.7867
O 0.877 4.226 24.839 -0.8241
O 4.345 7.805 24.762 -0.7455
O 5.528 4.066 23.729 -0.7660
O 0.486 6.292 21.289 -0.9329
O 1.034 3.142 22.166 -0.7301
O 3.362 4.498 22.307 1.0176
O 1.060 8.678 19.974 -0.8131
O 2.883 5.763 24.199 1.0270
O -0.219 6.555 23.996 -0.8732
C 3.017 5.640 22.818 0.3271
H 1.936 3.439 22.133 -0.0581
H 3.118 5.971 20.712 0.0207
H 2.131 8.029 23.120 0.1709
H 4.565 4.181 23.538 -0.1283
H 3.856 9.523 20.351 0.2907
H 1.691 4.737 24.608 -0.0196
H 0.575 7.100 23.942 0.3945
H 4.460 7.243 22.188 0.2316
H 2.037 7.824 26.112 0.3058
H 5.975 4.705 23.191 0.4173
H 0.949 2.557 21.376 0.2931
H 0.958 7.825 20.422 0.2935
H 4.570 5.318 26.874 0.2609
H 5.152 7.449 25.138 0.2867
H 1.993 8.668 19.778 0.4525
H 4.984 4.975 21.396 0.0441
H 1.073 8.953 22.646 0.4065
H 0.684 3.808 24.002 0.5569
H 5.448 3.704 20.662 0.3721
H 3.147 2.966 24.262 0.3555
H 3.552 3.117 21.428 0.1937
H 3.788 5.067 25.526 0.1612
H 3.467 1.592 21.364 0.3263
H 3.566 2.080 25.377 0.2898
H 4.156 8.037 20.585 0.2953
H 0.047 6.144 22.128 0.5989
H 4.983 8.527 22.551 0.3366
H 3.790 7.082 24.443 -0.0030
H 0.083 5.713 24.240 0.5341
H 2.236 6.424 25.569 0.3880
H 2.789 4.859 19.649 0.3119
H 1.401 6.368 21.656 -0.0554

# 4
83
Properties=species:S:1:pos:R:3:mulliken_charge:R:1 method="wB97M-V/def2-TZVPD" energy_ha=-2549.6531 multiplicity=2 homo_energy_ev="-9.98 / -9.93" de_lowest_kj_mol=432.6 mol_weight_g_mol=913.92 charge=+1 s_squared=0.794
Re 0.450 0.469 1.184 1.0266
O -0.500 -1.315 0.797 -0.7081
O -6.322 1.572 3.091 -0.6176
O -0.123 12.840 0.087 -0.4437
O -0.525 -0.453 2.799 -0.6765
O -4.805 1.150 4.553 -0.5808
O -6.360 -1.018 -0.977 -0.5934
O -4.759 -2.402 -1.367 -0.6133
N -5.314 -1.556 -0.713 1.1166
N 1.876 1.723 0.661 0.2025
N -2.156 1.778 -0.383 -0.3644
N -1.116 6.496 -0.393 -0.6996
N 1.086 6.514 -0.337 0.0061
N -5.315 1.026 3.466 1.1053
C -2.155 4.042 3.127 -0.0297
C 3.128 1.730 0.162 -0.5041
C 0.320 3.216 1.868 -0.3150
C -1.158 -0.962 1.823 1.1163
C 1.180 2.984 0.658 0.2002
C 0.305 3.768 3.083 1.4408
C -1.379 2.808 -0.061 0.0173
C 3.879 3.562 4.128 -0.8543
C -1.007 3.509 5.176 -0.6252
C -4.637 0.156 2.516 0.0293
C -0.696 5.222 -0.312 0.6850
C 3.658 2.842 -0.458 -0.8865
C -0.048 7.277 -0.364 0.1416
C -1.622 4.125 -0.498 1.5994
C -5.315 -0.291 1.392 -0.4496
C -0.291 2.452 0.827 -0.8173
C -0.069 8.713 -0.296 0.4367
C 1.050 10.838 -0.078 -0.7727
C 1.837 5.449 4.158 -0.2466
C -2.823 4.345 -1.182 -1.3604
C 2.915 4.024 -0.635 -0.0300
C 4.126 4.849 4.580 -0.4419
C -3.650 3.278 -1.466 -0.8556
C -3.364 3.994 3.793 -0.8821
C -0.185 11.510 -0.049 0.8464
C 3.106 5.789 4.597 -0.8900
C -3.303 -0.151 2.728 -0.3931
C -2.224 3.437 5.828 -0.9600
C -2.634 -0.928 1.786 0.0290
C -4.639 -1.113 0.501 -0.4173
C -1.298 9.387 -0.280 -0.6821
C -3.252 2.001 -1.083 -0.6500
C -1.360 10.757 -0.157 -0.4422
C -3.307 -1.445 0.685 -0.4002
C -3.405 3.676 5.142 -0.4654
C 1.597 4.172 3.663 -0.0372
C 2.624 3.226 3.660 -0.0761
C 0.722 5.198 -0.252 -0.0367
C -0.962 3.797 3.813 0.2020
C 1.630 4.108 -0.133 -0.7235
C -1.310 13.590 0.255 -0.8374
C 1.108 9.474 -0.196 -0.4942
H -1.921 13.590 -0.652 0.3406
H -2.322 11.244 -0.151 0.4302
H -4.571 3.424 -2.004 0.4811
H 3.301 6.791 4.952 0.4386
H 2.030 6.860 -0.306 0.3103
H 5.113 5.116 4.926 0.4273
H -2.785 0.247 3.590 0.6408
H 2.078 8.998 -0.208 0.2939
H -2.127 4.298 2.079 0.6002
H 1.039 6.178 4.174 0.5350
H 4.649 2.782 -0.873 0.4675
H -4.350 3.609 5.659 0.4144
H 3.342 4.826 -1.215 0.5849
H 1.950 11.425 0.002 0.4333
H -4.281 4.200 3.261 0.5220
H 4.662 2.819 4.139 0.4493
H -2.254 3.186 6.876 0.4157
H -2.798 -2.075 -0.029 0.6007
H -0.087 3.314 5.704 0.5348
H -1.898 13.213 1.096 0.3544
H 2.412 2.219 3.316 0.3849
H -0.984 14.606 0.471 0.2441
H -3.834 1.127 -1.344 0.6148
H -6.341 -0.004 1.207 0.6019
H 3.687 0.804 0.230 0.5430
H -2.203 8.807 -0.368 0.4723
H -3.065 5.350 -1.493 0.5370

# 5
81
Properties=species:S:1:pos:R:3:mulliken_charge:R:1 method="wB97M-V/def2-TZVPD" energy_ha=-2886.5630 homo_energy_ev=-1.95 de_lowest_kj_mol=41.1 mol_weight_g_mol=813.07 charge=-2
Rb -0.362 -2.088 0.598 0.7209
P -0.686 -0.142 -2.336 1.0628
F 3.784 3.292 4.251 -0.3707
F 4.064 0.745 3.719 -0.3947
F -3.162 3.113 3.122 -0.3325
F -0.331 3.458 1.963 -0.2582
F -0.092 0.883 1.312 -0.2981
O -2.590 -1.356 2.635 -0.6791
O -1.008 -2.892 3.057 -0.8261
O -1.510 -4.467 -2.674 -0.8400
O -1.977 -0.435 6.966 -0.7030
O -4.031 3.426 5.775 -0.7041
O 0.087 -2.948 -2.195 -0.3996
N 1.951 -0.642 2.108 0.4509
N -2.970 1.485 6.297 -0.0378
N 2.437 -2.893 0.422 1.0074
N -1.769 0.219 4.772 0.2033
C 2.949 1.360 3.224 0.3032
C -1.534 -2.404 -3.828 0.1039
C 0.810 0.531 -3.164 0.7308
C 2.316 -4.251 -0.064 -1.1181
C 1.978 0.618 2.467 -0.5093
C 2.301 2.269 -3.932 -0.6522
C -1.769 1.321 -2.139 0.5209
C 1.747 -0.423 -3.574 -0.7074
C 2.807 2.696 3.519 0.2495
C -3.064 1.469 -2.631 -0.5814
C -2.841 2.228 4.082 0.0910
C 2.940 -0.030 -4.157 -0.4205
C -0.986 -0.962 4.390 -0.6651
C 0.876 1.454 2.084 0.6484
C 1.100 1.880 -3.348 -0.0904
C -1.624 -1.828 3.268 0.5214
C -2.061 3.387 -0.893 -0.8166
C -3.342 3.529 -1.411 -0.6172
C 1.721 3.461 3.131 -1.0651
C -2.199 0.355 6.064 0.5352
C 0.760 2.779 2.394 0.5333
C -3.840 2.563 -2.269 -0.6390
C -1.786 -0.265 -4.908 -0.3277
C 3.178 -2.067 -0.504 -0.9116
C -2.541 -2.240 -6.029 -0.4900
C -0.947 -3.369 -2.774 0.0686
C -2.349 -0.862 -6.021 -0.8164
C -1.294 2.288 -1.245 -0.8097
C -1.395 -1.015 -3.793 0.3768
C 3.118 -1.455 2.350 -1.3169
C 2.927 -2.857 1.789 -1.0554
C -2.106 1.138 3.810 -0.7249
C -2.135 -2.992 -4.942 -0.6574
C 3.224 1.318 -4.336 -0.5517
C -3.355 2.479 5.408 0.1030
H -1.632 0.808 -4.904 0.4798
H 2.714 -2.140 -1.488 0.2309
H -1.750 0.928 2.814 1.4140
H 3.894 -3.397 1.875 0.2463
H 4.163 1.624 -4.783 0.3418
H 1.792 -4.253 -1.020 0.2758
H 3.657 -0.783 -4.462 0.4065
H 1.620 4.500 3.398 0.4908
H -2.990 -2.724 -6.889 0.3591
H -0.849 -1.561 5.283 0.4272
H -1.668 4.101 -0.184 0.3986
H -4.849 2.648 -2.657 0.3889
H -0.004 -0.642 4.034 0.0048
H 2.511 3.324 -4.063 0.4048
H 3.149 -1.026 -0.185 0.1467
H 4.025 -1.014 1.908 0.4231
H -3.956 4.371 -1.118 0.3652
H -2.255 -4.067 -4.917 0.4871
H 4.238 -2.380 -0.596 0.1919
H 0.392 2.638 -3.044 0.4165
H 3.348 -1.581 3.418 0.4789
H -2.637 -0.257 -6.872 0.3705
H 2.201 -3.393 2.409 0.4127
H 1.736 -4.845 0.647 0.2584
H -0.318 2.167 -0.791 0.6078
H -3.488 0.718 -3.284 0.4208
H -3.291 1.586 7.248 0.2176
H 1.527 -1.473 -3.409 0.1783
H 3.303 -4.740 -0.180 0.3119

# 6
18
Properties=species:S:1:pos:R:3:mulliken_charge:R:1 method="wB97M-V/def2-TZVPD" energy_ha=-688.4774 homo_energy_ev="-7.62 / -7.67" de_lowest_kj_mol=616.7 mol_weight_g_mol=140.12
P -1.211 1.529 0.205 -0.0761
O -2.598 -1.295 0.394 -0.4873
C 0.231 -2.028 0.126 -0.6797
C 1.325 0.367 0.151 0.4280
C -2.899 -0.434 -0.599 -0.0420
C 0.778 -0.850 0.216 0.2359
C 2.857 0.494 0.087 -1.1506
C 0.470 1.492 -0.004 -0.4744
C -2.531 0.800 -0.789 -0.1874
H -0.185 -2.573 1.080 0.2204
H -1.528 2.840 0.084 0.0179
H 3.439 -0.542 0.293 0.2821
H 0.873 2.450 -0.111 0.4403
H 3.286 1.210 0.841 0.3081
H 0.134 -2.492 -0.871 0.2404
H -2.112 -0.848 1.232 0.3579
H 3.140 0.873 -0.957 0.2704
H -3.467 -0.993 -1.379 0.2962

# 7
88
Properties=species:S:1:pos:R:3:mulliken_charge:R:1 method="wB97M-V/def2-TZVPD" energy_ha=-3655.1607 homo_energy_ev=-5.41 mol_weight_g_mol=877.46 charge=-1
F -3.654 1.995 -1.447 -0.2961
F -3.648 3.182 -3.225 -0.2939
F -1.492 3.704 -1.974 -0.3432
F -1.135 1.693 -1.378 -0.1785
F -0.547 1.073 -4.103 -0.1865
F -1.147 3.128 -4.567 -0.3123
O -3.717 -2.316 -1.452 -0.4720
O 5.952 2.704 -0.703 -0.5659
O 5.941 -1.427 -1.713 -0.5437
O -2.329 -3.007 -5.235 -0.5359
O 7.416 1.157 3.733 -0.5121
O 2.344 5.509 5.164 -0.5502
O -0.972 0.585 1.994 -0.5625
O -0.873 -1.846 -4.147 -0.6077
O 1.383 0.837 -2.116 -0.6258
O 9.073 2.360 4.406 -0.5532
O -5.778 -2.128 -2.048 -0.6074
O 0.564 -2.507 4.234 -0.5152
O -7.928 -6.227 -2.085 -0.5389
O 1.091 3.985 -3.454 -0.5812
O -7.437 -6.558 -4.156 -0.5425
O 6.314 -1.640 -3.823 -0.5986
O -2.753 -0.226 -2.826 -0.2066
O 3.769 3.966 4.695 -0.5229
O 3.021 1.839 -3.198 -0.7335
O 4.533 1.104 -0.404 -0.4016
O 0.862 1.694 2.213 -0.6708
O -7.877 -2.783 2.100 -0.5026
O -3.960 0.753 -4.445 -0.5869
O -6.191 -1.580 2.692 -0.4782
O 2.238 -1.190 3.906 -0.5209
N 5.402 1.848 -0.028 0.9030
N -7.629 -5.841 -3.195 0.8855
N 0.225 0.712 1.871 1.0358
N -4.871 -2.062 -1.232 0.9574
N 2.788 4.641 4.445 0.8702
N 1.556 -1.918 4.598 0.8419
N 7.896 2.076 4.363 0.9027
N 6.165 -0.975 -2.816 0.9686
N -7.374 -1.842 2.675 0.8466
N -1.223 -2.816 -4.787 0.9157
C 1.969 -2.109 6.014 -0.7565
C -5.209 -1.626 0.151 -0.8879
C 0.827 2.821 -3.301 0.0454
C 1.007 -0.393 1.273 -0.5637
C 6.963 2.933 5.148 -0.7395
C 6.267 0.504 -2.934 -0.3723
C 2.090 4.370 3.159 -0.4644
C 1.832 1.740 -2.839 0.4632
C -8.275 -0.923 3.422 -0.7497
C -7.489 -4.372 -3.384 -0.5270
C -3.061 2.138 -2.670 0.9288
C -3.329 0.834 -3.429 0.2280
C -1.559 2.415 -2.387 0.3956
C -0.183 -3.849 -5.032 -0.8366
C -0.642 2.323 -3.625 1.0928
C 5.827 1.706 1.390 -0.9448
H 2.865 -1.526 6.193 0.3228
H 7.265 2.872 6.190 0.3259
H -8.161 0.067 2.991 0.3017
H -2.003 -0.548 -3.362 0.3029
H 2.803 4.541 2.357 0.2713
H 1.498 0.002 0.381 0.2750
H 6.603 2.434 1.596 0.3454
H -4.635 -0.726 0.354 0.3585
H 0.627 -3.373 -5.578 0.3031
H -8.446 -3.920 -3.138 0.2710
H 6.197 0.696 1.526 0.3482
H 7.059 3.947 4.773 0.2699
H 4.948 1.887 2.004 0.3056
H -6.711 -4.024 -2.714 0.1568
H 1.734 -0.704 2.026 0.1988
H -0.626 -4.651 -5.610 0.3209
H -4.930 -2.427 0.823 0.3678
H 7.080 0.825 -2.289 0.2495
H 0.336 -1.204 1.017 0.2629
H 2.157 -3.168 6.158 0.2825
H 0.157 -4.204 -4.064 0.2986
H -7.962 -0.934 4.462 0.2828
H 6.472 0.754 -3.968 0.2904
H 1.763 3.336 3.172 0.1813
H 5.317 0.934 -2.614 0.0333
H 1.150 -1.769 6.640 0.2834
H -6.272 -1.431 0.198 0.2705
H -7.222 -4.180 -4.416 0.3029
H 5.953 2.563 5.013 0.3162
H 1.244 5.041 3.076 0.3066
H -9.293 -1.279 3.317 0.3020

# 8
9
Properties=species:S:1:pos:R:3:mulliken_charge:R:1 method="wB97M-V/def2-TZVPD" energy_ha=-722.9190 homo_energy_ev=-10.83 de_lowest_kj_mol=90.8 mol_weight_g_mol=106.51
Cl 0.225 1.655 -0.511 -0.1995
O -2.719 2.650 -0.997 -0.4570
N 1.333 0.088 1.401 -0.4352
N -2.194 0.420 -1.557 -0.4468
C 0.624 0.190 0.419 0.0510
C -2.345 1.574 -1.278 0.6268
H 1.549 0.897 1.841 0.2701
H -1.579 -0.351 -1.843 0.3025
H 0.251 -0.725 -0.034 0.2880